The following is a quantum chemistry calculation of C26H28IMgN6O3 as an isolated structure, from the Open Molecules 2025 dataset.

Electronic energy   -2059.5359 a.u.
E_HOMO   -10.547 eV
Energy above the lowest of the compared OMol25 structures with the same formula, charge and spin   0.344 eV
Charge   +1
2S+1   1
Strongest force on any atom   0.037 hartree/bohr

Each line ends with the Löwdin charge.
Cartesian coordinates (Å):
1 Mg -0.3188 -0.1453 -0.4287  0.3722
2 C -2.1557 1.8625 3.2049  -0.0164
3 C -2.2086 0.3718 3.1325  -0.2501
4 N -2.9858 -0.2557 3.9715  0.1247
5 C -3.0601 -1.5875 3.9465  -0.1023
6 C -2.3383 -2.3778 3.0822  -0.1533
7 C -2.5587 -3.8735 3.0718  -0.2128
8 O -1.3945 -4.6308 3.3169  -0.0561
9 C -1.4727 -1.7388 2.1535  -0.1081
10 C -0.5494 -2.4825 1.3641  -0.0183
11 N 0.1494 -1.9913 0.3943  0.0219
12 C 1.1792 -2.7517 -0.1504  -0.3453
13 C 1.0320 -4.1060 -0.4674  -0.0167
14 C 2.0699 -4.8259 -1.0266  -0.0600
15 C 3.2873 -4.2160 -1.2853  -0.0696
16 C 3.4639 -2.8777 -0.9769  -0.1407
17 C 2.4140 -2.1615 -0.4260  -0.5762
18 I 2.7009 -0.1080 0.0250  1.1404
19 C -1.4419 -0.3130 2.1289  -0.2925
20 O -0.7811 0.3389 1.2514  -0.1386
21 H -2.8565 2.2097 3.9583  0.0838
22 H -2.3996 2.2994 2.2374  0.0779
23 H -1.1493 2.1805 3.4750  0.0879
24 H -3.7398 -2.0164 4.6699  0.1135
25 H -2.9141 -4.1871 2.0830  0.1273
26 H -3.3404 -4.1272 3.7969  0.1234
27 H -1.1495 -4.5434 4.2445  0.1060
28 H -0.3474 -3.5030 1.6986  0.1352
29 H 0.0834 -4.5865 -0.2820  0.1206
30 H 1.9317 -5.8720 -1.2531  0.1135
31 H 4.1038 -4.7684 -1.7224  0.1124
32 H 4.4125 -2.3946 -1.1658  0.1012
33 N 3.6405 5.8867 -1.3924  0.2042
34 C 2.8544 5.0562 -1.3591  -0.1592
35 C 1.8971 4.0083 -1.3137  -0.1971
36 C 1.2092 3.7084 -0.1398  0.0314
37 C 0.3271 2.6434 -0.1413  -0.1293
38 N 0.1132 1.8717 -1.2016  0.0086
39 C 0.7310 2.1956 -2.3354  -0.1170
40 C 1.6204 3.2486 -2.4503  0.0238
41 H 1.3708 4.2898 0.7523  0.1327
42 H -0.2282 2.3795 0.7440  0.1036
43 H 0.5100 1.5957 -3.2089  0.1178
44 H 2.0990 3.4808 -3.3874  0.1303
45 C -0.5930 -2.6472 -3.7495  -0.0456
46 C 0.5302 -1.7305 -3.2915  -0.2382
47 O 0.0846 -0.8420 -2.2791  -0.1668
48 H -0.2406 -3.3036 -4.5383  0.0867
49 H -1.4185 -2.0610 -4.1479  0.0779
50 H -0.9525 -3.2537 -2.9196  0.0792
51 H 0.9128 -1.1530 -4.1431  0.1299
52 H 1.3524 -2.3129 -2.8717  0.1083
53 H -0.6740 -0.3735 -2.6385  0.0489
54 C -5.6418 -1.4400 -0.5596  0.0066
55 N -4.4165 -0.8414 -1.0097  -0.1051
56 C -4.2524 -0.0766 -2.1248  -0.0277
57 C -2.9347 0.2764 -2.1548  -0.1102
58 N -2.3016 -0.2659 -1.0784  0.0188
59 C -3.2216 -0.9264 -0.4125  -0.0976
60 H -6.0572 -2.0822 -1.3368  0.1036
61 H -6.3736 -0.6693 -0.3184  0.1052
62 H -5.4430 -2.0385 0.3267  0.0987
63 H -5.0579 0.1472 -2.7918  0.1299
64 H -2.4332 0.9023 -2.8670  0.1134
65 H -3.0482 -1.4547 0.5034  0.1295